No. 1
Here is a molecular structure, C24H36Cl5GeNO8V from the Open Molecules 2025 dataset. Energies are from wB97M-V/def2-TZVPD.

Values from the calculation:
* energy relative to the best compared isomer or geometry (same formula, charge and spin): 4.48 kJ/mol
* 2S+1: 3
* lowest unoccupied orbital energy (spin up / spin down): 2.50 / 2.51 eV
* Kohn-Sham gap (spin up / spin down): 8.32 / 8.36 eV
* net charge: -1
* ⟨S²⟩: 2.01
* highest occupied orbital energy (spin up / spin down): -5.82 / -5.86 eV

CARTESIAN COORDINATES (ANGSTROEM)
1 V -0.16 -0.02 -1.23
2 O 2.25 -0.48 2.05
3 C 1.62 -0.36 3.30
4 C 0.10 -0.36 3.24
5 N -0.46 0.48 2.18
6 C 0.04 1.82 2.08
7 C 0.63 2.23 0.72
8 O 0.97 3.38 0.55
9 O 0.69 1.30 -0.18
10 C -1.89 0.32 2.04
11 C -2.41 -0.47 0.83
12 O -3.53 -0.95 0.89
13 O -1.66 -0.54 -0.21
14 H 1.57 -0.47 1.36
15 H 1.92 -1.19 3.94
16 H 2.00 0.56 3.78
17 H -0.25 -1.38 3.06
18 H -0.28 -0.07 4.24
19 H -0.74 2.56 2.31
20 H 0.84 2.00 2.81
21 H -2.33 -0.14 2.92
22 H -2.36 1.31 1.95
23 C -0.78 -3.08 -2.79
24 C -1.11 -1.88 -3.67
25 C -2.62 -1.68 -3.70
26 C -0.54 -2.10 -5.07
27 O -0.48 -0.71 -3.12
28 Ge -0.74 1.05 -3.97
29 O 0.91 1.38 -3.22
30 C 1.62 2.61 -3.42
31 C 2.91 2.56 -2.62
32 C 1.95 2.76 -4.91
33 C 0.80 3.81 -2.95
34 O -1.55 1.44 -2.30
35 C -2.74 2.19 -2.02
36 C -2.49 2.95 -0.73
37 C -3.92 1.23 -1.87
38 C -3.05 3.17 -3.15
39 H -1.25 -3.97 -3.21
40 H -1.17 -2.93 -1.78
41 H 0.30 -3.24 -2.73
42 H -3.11 -2.58 -4.08
43 H -2.89 -0.84 -4.35
44 H -2.99 -1.48 -2.69
45 H -0.96 -3.01 -5.50
46 H 0.54 -2.19 -5.02
47 H -0.79 -1.26 -5.72
48 H 3.58 1.79 -3.00
49 H 2.69 2.36 -1.57
50 H 3.42 3.52 -2.68
51 H 2.50 1.88 -5.25
52 H 2.57 3.64 -5.08
53 H 1.04 2.85 -5.51
54 H 0.56 3.70 -1.89
55 H -0.12 3.89 -3.53
56 H 1.36 4.73 -3.08
57 H -2.27 2.25 0.08
58 H -3.37 3.53 -0.44
59 H -1.64 3.62 -0.83
60 H -3.71 0.44 -1.15
61 H -4.15 0.77 -2.83
62 H -4.81 1.78 -1.53
63 H -2.26 3.91 -3.27
64 H -3.98 3.71 -2.91
65 H -3.20 2.65 -4.10
66 Cl -0.90 -3.12 0.83
67 C 0.70 -2.94 0.16
68 C 1.06 -1.81 -0.57
69 C 2.37 -1.82 -1.01
70 Cl 2.92 -0.43 -1.89
71 C 3.28 -2.85 -0.80
72 Cl 4.89 -2.76 -1.41
73 C 2.88 -3.95 -0.07
74 Cl 3.98 -5.25 0.24
75 C 1.58 -4.00 0.43
76 Cl 1.09 -5.37 1.36

***

No. 2
Here is a molecular structure, C24H36CsN2O8S2Si in a non-equilibrium geometry from the Open Molecules 2025 dataset. Energies are from wB97M-V/def2-TZVPD.

Values from the calculation:
* energy relative to the best compared isomer or geometry (same formula, charge and spin): 47.15 kJ/mol
* lowest unoccupied orbital energy: 1.60 eV
* Kohn-Sham gap: 5.90 eV
* net charge: -1
* highest occupied orbital energy: -4.30 eV

CARTESIAN COORDINATES (ANGSTROEM)
1 Cs -2.04 -0.69 -2.59
2 O -4.68 4.05 -2.62
3 C -4.11 2.86 -2.35
4 O -3.40 2.28 -3.13
5 C -4.42 2.36 -0.97
6 C -5.01 3.18 -0.01
7 C -5.20 2.65 1.26
8 C -4.80 1.35 1.51
9 C -4.24 0.61 0.47
10 N -4.06 1.11 -0.75
11 C -3.84 -0.83 0.65
12 O -3.37 -1.16 1.86
13 O -3.96 -1.64 -0.22
14 H -4.41 4.30 -3.51
15 H -5.30 4.19 -0.25
16 H -5.65 3.25 2.04
17 H -4.93 0.90 2.48
18 H -2.93 -0.40 2.27
19 O -1.17 -0.88 -4.94
20 N -1.32 -1.52 -6.07
21 C -0.32 -1.42 -6.97
22 C -0.37 -2.04 -8.19
23 C -1.50 -2.80 -8.49
24 C -2.51 -2.89 -7.56
25 C -2.45 -2.25 -6.30
26 S -3.68 -2.36 -5.15
27 H 0.50 -0.81 -6.62
28 H 0.46 -1.94 -8.88
29 H -1.59 -3.31 -9.44
30 H -3.40 -3.47 -7.76
31 C 3.51 2.70 2.69
32 C 2.02 2.59 2.35
33 C 1.76 3.05 0.92
34 C 1.19 3.42 3.33
35 O 1.64 1.24 2.56
36 Si 1.44 -0.01 1.48
37 S -0.17 0.09 0.26
38 O 2.91 -0.04 0.69
39 C 3.62 -1.14 0.14
40 C 4.56 -0.54 -0.91
41 C 2.69 -2.15 -0.52
42 C 4.42 -1.81 1.26
43 O 1.52 -1.34 2.49
44 C 0.81 -1.63 3.68
45 C -0.60 -1.04 3.67
46 C 0.73 -3.15 3.76
47 C 1.61 -1.08 4.86
48 H 3.87 3.72 2.57
49 H 4.07 2.04 2.02
50 H 3.68 2.38 3.72
51 H 2.04 4.11 0.82
52 H 0.72 2.92 0.66
53 H 2.36 2.47 0.22
54 H 1.46 4.48 3.28
55 H 1.35 3.06 4.35
56 H 0.13 3.33 3.09
57 H 3.98 -0.05 -1.69
58 H 5.19 -1.31 -1.36
59 H 5.20 0.20 -0.43
60 H 2.07 -1.66 -1.28
61 H 2.02 -2.59 0.22
62 H 3.26 -2.95 -0.99
63 H 5.09 -1.08 1.72
64 H 5.03 -2.63 0.86
65 H 3.75 -2.19 2.02
66 H -1.14 -1.40 2.79
67 H -0.55 0.05 3.62
68 H -1.13 -1.33 4.57
69 H 0.16 -3.54 2.92
70 H 0.25 -3.48 4.69
71 H 1.74 -3.57 3.73
72 H 1.73 0.00 4.75
73 H 2.60 -1.53 4.88
74 H 1.11 -1.29 5.81

***

No. 3
Here is 12 unconnected molecules or ions with the total composition C24H36N12 in a non-equilibrium geometry from the Open Molecules 2025 dataset. Energies are from wB97M-V/def2-TZVPD.

Values from the calculation:
* energy relative to the best compared isomer or geometry (same formula, charge and spin): 266.59 kJ/mol
* lowest unoccupied orbital energy: -0.13 eV
* Kohn-Sham gap: 11.40 eV
* net charge: 0
* highest occupied orbital energy: -11.53 eV

CARTESIAN COORDINATES (ANGSTROEM)
1 C 21.65 -2.04 -8.29
2 C 22.05 -1.95 -9.74
3 N 22.31 -1.83 -10.84
4 H 21.29 -3.03 -8.00
5 H 20.97 -1.22 -8.06
6 H 22.57 -2.00 -7.70
7 C 27.03 1.48 -3.24
8 C 28.40 0.94 -3.03
9 N 29.48 0.49 -2.90
10 H 26.55 1.01 -4.10
11 H 27.04 2.56 -3.39
12 H 26.37 1.20 -2.42
13 C 29.35 10.15 -1.55
14 C 28.51 8.96 -1.31
15 N 27.86 8.02 -1.09
16 H 30.14 10.23 -0.80
17 H 28.72 11.04 -1.49
18 H 29.83 10.04 -2.52
19 C 18.72 10.31 -7.13
20 C 18.65 11.28 -6.01
21 N 18.66 12.01 -5.16
22 H 17.74 9.85 -7.24
23 H 19.48 9.54 -7.02
24 H 18.97 10.86 -8.04
25 C 25.22 3.09 -9.42
26 C 24.58 4.31 -9.76
27 N 24.02 5.27 -10.03
28 H 24.57 2.32 -9.84
29 H 25.24 2.93 -8.34
30 H 26.24 3.04 -9.80
31 C 23.32 14.85 -4.82
32 C 23.34 13.50 -4.33
33 N 23.36 12.38 -3.98
34 H 22.36 15.30 -5.07
35 H 24.00 14.92 -5.67
36 H 23.60 15.51 -3.99
37 C 23.30 6.07 -4.56
38 C 22.68 4.79 -5.01
39 N 22.14 3.84 -5.38
40 H 23.29 6.10 -3.47
41 H 22.63 6.91 -4.75
42 H 24.25 6.36 -5.02
43 C 23.43 4.71 2.25
44 C 22.97 4.29 3.56
45 N 22.64 4.00 4.63
46 H 23.15 3.97 1.50
47 H 24.51 4.81 2.22
48 H 22.99 5.65 1.91
49 C 29.19 10.44 -6.75
50 C 30.63 10.53 -6.92
51 N 31.77 10.54 -7.03
52 H 28.94 9.45 -6.37
53 H 28.72 10.68 -7.71
54 H 28.82 11.20 -6.06
55 C 21.56 -1.36 -2.83
56 C 21.84 -1.72 -1.45
57 N 22.05 -2.02 -0.36
58 H 20.72 -0.67 -2.94
59 H 21.30 -2.19 -3.48
60 H 22.40 -0.88 -3.34
61 C 31.75 5.02 -4.44
62 C 30.52 4.99 -5.13
63 N 29.51 4.94 -5.72
64 H 32.33 4.13 -4.68
65 H 31.69 5.01 -3.35
66 H 32.31 5.91 -4.69
67 C 18.90 7.74 0.16
68 C 19.26 6.40 -0.37
69 N 19.62 5.38 -0.79
70 H 18.88 8.37 -0.73
71 H 19.64 8.19 0.82
72 H 17.91 7.83 0.61

***

No. 4
Here is a single C24H36N2O5 molecule from the Open Molecules 2025 dataset. Energies are from wB97M-V/def2-TZVPD.

Values from the calculation:
* energy relative to the best compared isomer or geometry (same formula, charge and spin): 27.66 kJ/mol
* lowest unoccupied orbital energy: 0.63 eV
* Kohn-Sham gap: 9.22 eV
* net charge: 0
* highest occupied orbital energy: -8.59 eV

CARTESIAN COORDINATES (ANGSTROEM)
1 C 7.57 -3.15 -0.25
2 C 6.65 -2.49 0.78
3 C 6.73 -0.97 0.72
4 O 6.19 -0.55 -0.52
5 C 6.47 0.78 -0.88
6 C 5.93 0.98 -2.30
7 C 4.41 0.83 -2.30
8 C 3.79 1.81 -1.30
9 N 4.37 1.62 0.01
10 C 3.75 1.06 1.08
11 O 4.32 0.89 2.14
12 C 2.32 0.68 0.89
13 C 1.30 1.45 1.44
14 C -0.02 1.06 1.34
15 C -0.35 -0.12 0.68
16 O -1.61 -0.62 0.52
17 C -2.73 0.07 1.05
18 C -3.87 -0.95 1.15
19 C -5.14 -0.27 1.65
20 N -5.50 0.83 0.79
21 C -6.57 0.90 -0.04
22 O -6.72 1.84 -0.80
23 C -7.59 -0.23 0.05
24 C -8.79 0.07 -0.85
25 O -9.83 -0.87 -0.72
26 C -9.59 -2.10 -1.35
27 C -4.47 1.84 0.69
28 C -3.17 1.23 0.16
29 C 0.67 -0.90 0.14
30 C 1.99 -0.51 0.24
31 C 5.80 1.81 0.04
32 H 7.31 -2.80 -1.25
33 H 7.46 -4.23 -0.22
34 H 8.61 -2.90 -0.05
35 H 5.62 -2.79 0.60
36 H 6.93 -2.81 1.79
37 H 6.16 -0.54 1.56
38 H 7.77 -0.64 0.80
39 H 7.56 0.95 -0.86
40 H 6.37 0.22 -2.96
41 H 6.22 1.96 -2.66
42 H 4.16 -0.19 -2.01
43 H 4.01 1.02 -3.29
44 H 2.71 1.66 -1.24
45 H 3.99 2.84 -1.61
46 H 1.55 2.36 1.96
47 H -0.78 1.69 1.78
48 H -2.50 0.44 2.06
49 H -3.58 -1.76 1.82
50 H -4.04 -1.37 0.16
51 H -5.95 -0.99 1.72
52 H -4.96 0.13 2.66
53 H -7.94 -0.33 1.08
54 H -7.11 -1.16 -0.25
55 H -9.22 1.03 -0.57
56 H -8.45 0.13 -1.90
57 H -10.53 -2.66 -1.29
58 H -9.32 -1.97 -2.40
59 H -8.81 -2.68 -0.85
60 H -4.83 2.62 0.03
61 H -4.30 2.26 1.69
62 H -2.39 2.00 0.10
63 H -3.34 0.85 -0.85
64 H 0.40 -1.82 -0.36
65 H 2.77 -1.12 -0.17
66 H 6.13 1.70 1.07
67 H 6.05 2.82 -0.30

***

No. 5
Here is a molecular structure, C24H36N2SiV in a non-equilibrium geometry from the Open Molecules 2025 dataset. Energies are from wB97M-V/def2-TZVPD.

Values from the calculation:
* energy relative to the best compared isomer or geometry (same formula, charge and spin): 0.00 kJ/mol
* 2S+1: 4
* lowest unoccupied orbital energy (spin up / spin down): 0.51 / 0.49 eV
* Kohn-Sham gap (spin up / spin down): 6.03 / 7.76 eV
* net charge: 0
* ⟨S²⟩: 3.77
* highest occupied orbital energy (spin up / spin down): -5.52 / -7.27 eV

CARTESIAN COORDINATES (ANGSTROEM)
1 C 1.14 1.29 0.62
2 C 1.45 1.41 -0.78
3 C 0.22 1.61 -1.49
4 H 2.45 1.47 -1.21
5 C -0.85 1.61 -0.53
6 C -0.29 1.41 0.77
7 H -0.82 1.50 1.72
8 H 1.87 1.30 1.43
9 H 0.13 1.79 -2.55
10 H -1.90 1.78 -0.75
11 V 0.15 -0.35 -0.45
12 C -1.54 -1.06 -1.62
13 H -2.48 -1.18 -1.06
14 H -1.25 -2.04 -2.01
15 H -1.74 -0.35 -2.45
16 Si -0.09 -0.96 -4.58
17 C 1.45 -1.26 -5.56
18 C 2.39 -0.21 -5.65
19 H 2.23 0.71 -5.08
20 C 3.50 -0.34 -6.48
21 H 4.21 0.48 -6.57
22 C 3.71 -1.53 -7.20
23 H 4.58 -1.62 -7.86
24 C 2.80 -2.58 -7.08
25 H 2.96 -3.51 -7.64
26 C 1.68 -2.46 -6.24
27 H 0.97 -3.29 -6.14
28 C -1.41 -0.17 -5.62
29 C -1.15 0.11 -6.97
30 H -0.31 -0.37 -7.49
31 C -1.94 1.03 -7.66
32 H -1.68 1.31 -8.68
33 C -3.06 1.60 -7.04
34 H -3.66 2.34 -7.57
35 C -3.41 1.20 -5.74
36 H -4.29 1.62 -5.27
37 C -2.61 0.28 -5.05
38 H -2.92 -0.07 -4.06
39 H 0.35 0.06 -3.61
40 H -0.62 -2.15 -3.83
41 C 3.05 -1.23 0.16
42 N 1.79 -1.67 -0.48
43 C 2.10 -1.90 -1.91
44 C 1.31 -2.95 0.17
45 C -0.09 -2.86 0.75
46 N -0.36 -1.46 1.22
47 C -1.80 -1.33 1.58
48 C 0.41 -1.21 2.47
49 H 3.80 -2.02 0.00
50 H 2.93 -1.08 1.24
51 H 3.41 -0.30 -0.28
52 H 2.83 -2.72 -1.98
53 H 1.20 -2.17 -2.47
54 H 2.54 -0.99 -2.34
55 H 1.35 -3.77 -0.57
56 H 2.02 -3.21 0.97
57 H -0.86 -3.16 0.02
58 H -0.17 -3.53 1.62
59 H -2.06 -2.12 2.29
60 H -1.98 -0.34 2.02
61 H -2.42 -1.44 0.69
62 H 0.29 -2.09 3.12
63 H 1.48 -1.07 2.27
64 H 0.02 -0.33 2.98

***

No. 6
Here is a molecular structure, C24H36N3O4RbSi2Te from the Open Molecules 2025 dataset. Energies are from wB97M-V/def2-TZVPD.

Values from the calculation:
* lowest unoccupied orbital energy: 4.02 eV
* Kohn-Sham gap: 5.57 eV
* net charge: -2
* highest occupied orbital energy: -1.55 eV

CARTESIAN COORDINATES (ANGSTROEM)
1 Rb 1.79 -0.39 -0.59
2 O -2.41 -0.91 -2.88
3 C -1.26 -0.58 -2.54
4 O -0.86 -0.32 -1.35
5 C -0.22 -0.47 -3.65
6 C -0.62 -0.59 -4.98
7 C 0.34 -0.51 -5.97
8 C 1.66 -0.30 -5.62
9 C 1.98 -0.21 -4.27
10 N 1.06 -0.30 -3.31
11 C 3.45 -0.03 -3.84
12 O 4.18 0.54 -4.69
13 O 3.76 -0.48 -2.72
14 H -1.67 -0.75 -5.18
15 H 0.05 -0.60 -7.02
16 H 2.45 -0.21 -6.35
17 C 2.86 -1.85 2.00
18 C 1.91 -0.96 2.55
19 C 2.40 0.35 2.39
20 C 3.66 0.27 1.74
21 C 3.94 -1.09 1.50
22 H 2.81 -2.93 2.03
23 H 0.99 -1.24 3.05
24 H 1.92 1.26 2.74
25 H 4.30 1.11 1.50
26 H 4.84 -1.49 1.06
27 C 4.89 3.23 -3.44
28 N 3.61 3.26 -2.75
29 C 2.52 4.05 -3.04
30 C 1.54 3.68 -2.17
31 N 2.00 2.67 -1.35
32 C 3.24 2.45 -1.74
33 H 4.90 4.04 -4.18
34 H 5.01 2.28 -3.95
35 H 5.70 3.39 -2.73
36 H 2.55 4.79 -3.83
37 H 0.53 4.05 -2.09
38 H 3.90 1.70 -1.33
39 C -2.31 -4.78 1.96
40 Si -2.94 -3.41 3.06
41 C -4.16 -4.20 4.27
42 C -1.51 -2.78 4.09
43 C -3.77 -2.07 2.10
44 Te -2.67 -1.33 0.33
45 C -1.57 0.02 1.59
46 Si -2.14 1.79 1.50
47 C -1.40 2.74 2.94
48 C -4.00 1.94 1.67
49 C -1.60 2.59 -0.09
50 H -1.91 -5.61 2.55
51 H -1.53 -4.40 1.30
52 H -3.11 -5.18 1.32
53 H -3.69 -5.02 4.83
54 H -5.03 -4.61 3.74
55 H -4.53 -3.47 4.99
56 H -1.12 -3.58 4.73
57 H -1.82 -1.95 4.74
58 H -0.69 -2.43 3.46
59 H -4.01 -1.21 2.74
60 H -4.73 -2.45 1.72
61 H -0.52 -0.03 1.28
62 H -1.62 -0.38 2.61
63 H -1.75 2.33 3.90
64 H -1.67 3.80 2.90
65 H -0.30 2.67 2.93
66 H -4.34 1.65 2.68
67 H -4.50 1.29 0.95
68 H -4.32 2.97 1.49
69 H -0.50 2.64 -0.14
70 H -2.01 3.60 -0.20
71 H -1.92 1.97 -0.94

***

No. 7
Here is a single C24H36N4O5S2 molecule in a non-equilibrium geometry from the Open Molecules 2025 dataset. Energies are from wB97M-V/def2-TZVPD.

Values from the calculation:
* energy relative to the best compared isomer or geometry (same formula, charge and spin): 0.00 kJ/mol
* lowest unoccupied orbital energy: 0.34 eV
* Kohn-Sham gap: 9.01 eV
* net charge: 0
* highest occupied orbital energy: -8.67 eV

CARTESIAN COORDINATES (ANGSTROEM)
1 C -1.56 -0.70 3.29
2 C -2.21 -0.39 1.95
3 C -3.66 0.06 2.10
4 C -4.30 0.30 0.73
5 C -5.77 0.68 0.86
6 C -4.13 -0.95 -0.13
7 N -2.73 -1.29 -0.27
8 C -2.48 -2.34 -1.26
9 C -2.38 -1.78 -2.68
10 C -1.15 -0.89 -2.84
11 N -1.29 0.25 -1.96
12 C -0.46 1.31 -2.00
13 O 0.43 1.47 -2.81
14 C -0.77 2.36 -0.92
15 N 0.43 3.04 -0.50
16 C 0.62 4.32 -0.96
17 O -0.25 4.94 -1.52
18 C 2.00 4.89 -0.73
19 S 2.43 4.77 1.03
20 C 2.26 3.02 1.14
21 C 3.04 2.32 2.05
22 C 2.98 0.94 2.12
23 C 2.13 0.28 1.25
24 S 2.17 -1.50 1.13
25 O 0.97 -1.95 0.47
26 O 2.51 -2.07 2.39
27 N 3.43 -1.81 0.08
28 C 3.24 -1.35 -1.28
29 C 4.30 -2.02 -2.15
30 O 5.60 -1.75 -1.68
31 C 5.76 -2.20 -0.35
32 C 4.75 -1.53 0.58
33 C 1.31 0.96 0.37
34 C 1.34 2.35 0.30
35 C -2.15 -1.61 1.03
36 H -0.53 -1.03 3.15
37 H -1.56 0.18 3.93
38 H -2.10 -1.49 3.80
39 H -1.64 0.42 1.47
40 H -3.71 0.98 2.70
41 H -4.22 -0.71 2.63
42 H -3.77 1.12 0.23
43 H -5.88 1.57 1.46
44 H -6.20 0.86 -0.12
45 H -6.33 -0.13 1.33
46 H -4.55 -0.77 -1.12
47 H -4.70 -1.79 0.33
48 H -1.53 -2.82 -1.01
49 H -3.27 -3.11 -1.22
50 H -3.27 -1.20 -2.93
51 H -2.30 -2.61 -3.38
52 H -1.04 -0.53 -3.86
53 H -0.24 -1.45 -2.58
54 H -1.87 0.03 -1.14
55 H -1.43 3.12 -1.35
56 H -1.26 1.90 -0.05
57 H 2.01 5.94 -1.00
58 H 2.74 4.34 -1.31
59 H 3.70 2.88 2.69
60 H 3.56 0.38 2.82
61 H 2.24 -1.64 -1.59
62 H 3.34 -0.26 -1.35
63 H 4.26 -1.63 -3.17
64 H 4.13 -3.10 -2.17
65 H 6.78 -1.95 -0.07
66 H 5.62 -3.29 -0.31
67 H 4.81 -1.95 1.59
68 H 4.95 -0.45 0.61
69 H 0.67 0.37 -0.26
70 H -1.11 -1.91 0.89
71 H -2.69 -2.44 1.51